Below is a 2-piece molecular cluster, C3H7NO2 overall, with properties calculated with the ωB97M-V functional and the def2-TZVPD basis.

Each line ends with the Löwdin charge.
Element x y z (Å)
C 0.11 -1.17 1.61  0.117
C 0.36 0.76 0.24  -0.200
O 1.08 1.80 -0.39  -0.061
C -0.44 -0.07 -0.60  -0.548
O -0.90 -1.14 -0.11  -0.024
N -0.64 0.25 -1.90  0.174
H -0.63 -0.71 2.26  0.050
H 1.13 -0.90 1.85  0.027
H -0.04 -2.23 1.48  0.047
H -0.19 1.18 1.08  0.111
H 1.83 1.38 -0.84  0.088
H -0.51 1.21 -2.18  0.107
H -1.18 -0.37 -2.49  0.112

Its strongest force on any atom is 0.30 eV/A. As for the total charge: 0. Its spin multiplicity is 1. The energy above the lowest of the compared OMol25 structures with the same formula, charge and spin comes out at 114.6 kcal/mol. The HOMO-LUMO gap (alpha / beta) is 7.433 / 7.429 eV.